# C4H9N

C4H9N in the gas phase at a distorted geometry (ωB97M-V/def2-TZVPD, OMol25).

* E: -212.4233 Eh
* SMILES string: C=CNCC
* highest occupied orbital energy: -0.2421 Eh
* molar mass: 71.123 g mol⁻¹

Last columns: bonded neighbours and bond lengths (Å).
Element x y z (Å)
1 C 1.337 -1.572 -1.378  C2 1.361, H6 1.091, H7 1.083
2 C 0.426 -0.704 -0.859  C1 1.361, N3 1.373, H8 1.116
3 N -0.141 -0.784 0.388  C2 1.373, C4 1.467, H9 1.010
4 C -1.064 0.291 0.768  N3 1.467, C5 1.554, H10 1.098, H11 1.089
5 C -0.314 1.648 0.871  C4 1.554, H12 1.075, H13 1.095, H14 1.099
6 H 2.411 -1.581 -1.187  C1 1.091
7 H 1.114 -2.260 -2.184  C1 1.083
8 H 0.079 0.255 -1.313  C2 1.116
9 H -0.021 -1.747 0.666  N3 1.010
10 H -1.745 0.318 -0.093  C4 1.098
11 H -1.734 0.083 1.601  C4 1.089
12 H 0.736 1.431 0.803  C5 1.075
13 H -0.555 2.413 0.126  C5 1.095
14 H -0.528 2.210 1.791  C5 1.099

Mulliken atomic charge list, values in e, 8 entries: atom 1 (C): -0.951, atom 2 (C): -0.055, atom 3 (N): -0.355, atom 4 (C): -0.486, atom 5 (C): -1.032, atom 6 (H): 0.241, atom 7 (H): 0.224, atom 8 (H): 0.296

***

# C14H44B2F4N4O4

6 unconnected molecules or ions with the total composition C14H44B2F4N4O4 at a distorted geometry (ωB97M-V/def2-TZVPD, OMol25).

* E: -1528.5349 Eh
* net charge: +2
* highest occupied orbital energy: -0.5540 Eh
* molar mass: 430.146 g mol⁻¹

Last columns: bonded neighbours and bond lengths (Å).
Element x y z (Å)
1 B -0.641 -1.478 -0.834  H2 1.156, H3 1.157, H4 1.161, H5 1.145
2 H -0.621 -2.525 -1.324  B1 1.156
3 H 0.414 -1.005 -0.793  B1 1.157
4 H -1.257 -0.815 -1.561  B1 1.161
5 H -1.152 -1.363 0.183  B1 1.145
6 C -5.368 -1.569 1.689  C7 1.487, H13 1.091, H14 1.093, H15 1.089
7 C -4.380 -0.986 0.745  C6 1.487, O8 1.179, N9 1.505
8 O -4.290 0.128 0.366  C7 1.179
9 N -3.298 -1.939 0.315  C7 1.505, H10 1.032, H11 1.023, C12 1.539
10 H -2.366 -1.498 0.302  N9 1.032
11 H -3.091 -2.702 0.964  N9 1.023
12 C -3.546 -2.594 -1.055  N9 1.539, H16 1.083, H17 1.088, H18 1.082
13 H -5.309 -2.656 1.615  C6 1.091
14 H -6.405 -1.394 1.393  C6 1.093
15 H -5.257 -1.140 2.684  C6 1.089
16 H -3.667 -1.782 -1.762  C12 1.083
17 H -4.445 -3.147 -0.788  C12 1.088
18 H -2.711 -3.232 -1.309  C12 1.082
19 C 0.302 1.188 -4.220  C20 1.499, H26 1.090, H27 1.088, H28 1.091
20 C 1.173 0.259 -3.430  C19 1.499, O21 1.189, N22 1.489
21 O 2.139 0.577 -2.814  C20 1.189
22 N 0.799 -1.179 -3.334  C20 1.489, H23 1.054, H24 1.017, C25 1.526
23 H 0.551 -1.301 -2.317  N22 1.054
24 H -0.003 -1.334 -3.941  N22 1.017
25 C 1.897 -2.202 -3.613  N22 1.526, H29 1.083, H30 1.086, H31 1.088
26 H -0.121 0.674 -5.083  C19 1.090
27 H 0.892 2.010 -4.620  C19 1.088
28 H -0.451 1.580 -3.535  C19 1.091
29 H 2.390 -1.941 -4.540  C25 1.083
30 H 1.392 -3.156 -3.492  C25 1.086
31 H 2.583 -2.147 -2.770  C25 1.088
32 C 2.689 4.112 -0.635  C33 1.507, H41 1.087, H42 1.088, H43 1.095
33 C 1.383 4.865 -0.618  C32 1.507, C34 1.552, N37 1.502, H44 1.090
34 C 0.150 3.930 -0.734  C33 1.552, O35 1.407, H45 1.092, H46 1.096
35 O 0.189 2.911 0.235  C34 1.407, C36 1.442
36 C -0.523 1.731 -0.186  O35 1.442, H47 1.090, H48 1.089, H49 1.088
37 N 1.305 5.695 0.631  C33 1.502, H38 1.029, H39 1.030, H40 1.023
38 H 0.416 6.176 0.824  N37 1.029
39 H 1.326 5.126 1.489  N37 1.030
40 H 2.016 6.419 0.760  N37 1.023
41 H 2.928 3.703 -1.613  C32 1.087
42 H 2.743 3.304 0.093  C32 1.088
43 H 3.505 4.770 -0.321  C32 1.095
44 H 1.295 5.585 -1.431  C33 1.090
45 H 0.173 3.632 -1.784  C34 1.092
46 H -0.739 4.556 -0.593  C34 1.096
47 H -1.557 1.861 0.132  C36 1.090
48 H -0.076 0.967 0.449  C36 1.089
49 H -0.379 1.339 -1.191  C36 1.088
50 C 1.187 -3.484 1.305  C51 1.501, H59 1.094, H60 1.091, H61 1.090
51 C 2.102 -2.517 1.997  C50 1.501, C52 1.522, N55 1.532, H62 1.091
52 C 2.137 -1.142 1.345  C51 1.522, O53 1.413, H63 1.094, H64 1.093
53 O 2.894 -0.319 2.208  C52 1.413, C54 1.428
54 C 2.703 1.050 1.850  O53 1.428, H65 1.089, H66 1.090, H67 1.093
55 N 1.716 -2.454 3.478  C51 1.532, H56 1.018, H57 1.023, H58 1.030
56 H 1.945 -3.338 3.929  N55 1.018
57 H 2.146 -1.646 3.934  N55 1.023
58 H 0.697 -2.350 3.582  N55 1.030
59 H 1.239 -4.495 1.720  C50 1.094
60 H 1.501 -3.659 0.275  C50 1.091
61 H 0.135 -3.198 1.287  C50 1.090
62 H 3.073 -3.008 2.078  C51 1.091
63 H 1.103 -0.802 1.245  C52 1.094
64 H 2.565 -1.218 0.342  C52 1.093
65 H 1.666 1.353 1.987  C54 1.089
66 H 3.140 1.272 0.876  C54 1.090
67 H 3.308 1.587 2.584  C54 1.093
68 B -1.648 -0.737 3.080  F69 1.411, F70 1.399, F71 1.413, F72 1.403
69 F -1.270 -1.980 2.530  B68 1.411
70 F -1.782 0.221 2.069  B68 1.399
71 F -2.909 -0.831 3.711  B68 1.413
72 F -0.640 -0.315 3.958  B68 1.403

Mulliken atomic charge list, values in e, 8 entries: atom 1 (B): 2.904, atom 2 (H): -0.508, atom 3 (H): -0.269, atom 4 (H): -0.310, atom 5 (H): -0.192, atom 6 (C): -1.148, atom 7 (C): 0.746, atom 8 (O): -0.420